Record 1
17
Properties=species:S:1:pos:R:3 method="wB97M-V/def2-TZVPD" de_lowest_kj_mol=504.4 max_force_ev_per_a=7.6 lumo_energy_ha=0.0262 homo_lumo_gap_ev=8.961 e_tot_ha=-360.00514 charge=0
C -0.57450 -0.43423 -0.05314
H -1.13015 1.74278 0.43258
N 0.48012 -0.97934 -0.62860
C -0.28114 1.04788 0.09648
C 2.59830 -0.42396 0.63452
H 1.97097 -0.94203 1.54257
H -2.87592 0.66632 -0.87486
C 0.96367 1.27970 -0.14444
H 3.03333 0.84043 0.81178
H 3.29347 -1.24844 0.05998
H 1.46964 2.16196 -0.19694
C 1.61433 -0.07515 -0.40904
N -1.78207 -0.75186 0.20505
H -3.71892 -0.13108 0.49936
N -2.71633 0.32906 0.13782
H 2.28050 0.12328 -1.26566
H -2.11897 -1.76364 0.24489


Record 2
21
Properties=species:S:1:pos:R:3 method="wB97M-V/def2-TZVPD" de_lowest_kj_mol=81.2 max_force_ev_per_a=1.3 lumo_energy_ha=-0.1078 homo_lumo_gap_ev=11.155 e_tot_ha=-365.79979 charge=+1
C 0.45329 0.77577 0.84511
C -1.43383 1.18045 -0.83212
H -1.65631 0.45984 1.20153
O -0.53831 -2.98544 1.33616
H -1.30094 -3.31379 0.84487
H -1.18909 2.05839 1.11604
C -0.97907 1.10710 0.63250
H 1.80851 -0.82143 0.65062
H 1.18811 2.61224 1.46589
C 1.43018 1.61697 1.11961
H -2.37648 1.73066 -0.82044
H 1.09361 -1.18851 -2.98359
H -1.60408 0.21220 -1.30089
H 0.18610 -1.28000 0.81204
H 0.75792 -0.69708 -0.61812
N 0.84583 -0.58768 0.42448
O 0.90451 -0.49058 -2.33975
H 2.46109 1.33020 0.94828
H 0.86098 0.31375 -2.87031
H -0.20368 -3.76101 1.79976
H -0.70835 1.72795 -1.43168


Record 3
30
Properties=species:S:1:pos:R:3 method="wB97M-V/def2-TZVPD" max_force_ev_per_a=4.7 lumo_energy_ha=-0.1320 homo_lumo_gap_ev=10.612 e_tot_ha=-3269.40190 charge=+1
H 1.16078 -1.48234 1.83819
H 0.37219 2.59067 -1.70566
H 1.46541 -2.83304 0.50755
C -1.65063 0.06613 2.42222
H -1.90157 1.02415 2.58136
C 1.04823 -0.03785 -0.51360
H 1.62665 2.45444 0.64588
H 1.95369 -0.01552 0.02587
H 0.16323 2.96597 1.26062
H 0.81072 1.62650 1.93898
H 1.90137 0.84672 -2.18146
H -1.00773 -1.48466 -1.92452
H -1.02948 2.79256 -0.73199
C 0.65163 2.13029 1.00828
C -0.47790 2.06307 -1.19920
H -1.04156 -2.86475 -0.67576
C 0.12081 -1.18453 -0.04235
H -0.01104 -2.86106 1.53999
C 1.35799 -0.00499 -1.98439
C 0.70777 -2.16652 1.01208
H -1.25049 1.69503 -1.90659
H 2.12213 -0.89557 -2.18782
P -1.15309 0.00599 0.66735
H -0.88698 -0.28256 3.06423
C 0.12368 1.24138 -0.11446
H 0.47220 -0.02514 -2.73990
C -0.43323 -2.05393 -1.19970
H 0.38689 -2.76626 -1.58283
Br -3.00003 0.02479 -0.55756
H -2.60164 -0.56893 2.73516


Record 4
18
Properties=species:S:1:pos:R:3 method="wB97M-V/def2-TZVPD" de_lowest_kj_mol=153.6 max_force_ev_per_a=5.6 lumo_energy_ha=0.0217 homo_lumo_gap_ev=9.344 e_tot_ha=-1122.18768 charge=0 smiles="SC1=NCCS1.C=CO"
C 0.35405 1.84550 0.56185
H 1.45958 0.55846 1.66851
C 0.01444 -2.01730 0.20575
H 2.50213 1.73113 -0.64965
H -0.31691 1.94175 1.38066
H 0.80458 -1.90251 0.92058
S -1.25769 -1.07155 1.11687
H -0.44063 -2.93842 0.22921
H -3.47740 0.62561 0.74988
H 0.29442 -1.99565 -2.04162
H 1.00914 -0.63261 -1.17781
H 0.37693 2.23616 -0.35005
S -2.72381 1.25478 -0.27851
C -1.60943 -0.06172 -0.40025
C 0.18513 -1.23336 -1.13058
C 1.39607 1.08186 0.82444
O 2.37055 0.91954 -0.20811
N -0.94114 -0.34168 -1.42115


Record 5
114
Properties=species:S:1:pos:R:3 method="wB97M-V/def2-TZVPD" de_lowest_kj_mol=123.7 max_force_ev_per_a=3.3 lumo_energy_ha=0.0007 homo_lumo_gap_ev=10.025 e_tot_ha=-1976.06511 charge=0
O -3.79956 -1.98982 -5.49243
H -7.13067 2.47364 1.79157
H 1.66764 0.02343 0.79599
H 2.42419 3.87436 7.50334
O -8.32383 0.30066 3.99906
H 1.75985 -3.60840 -4.49587
H 2.44631 -5.97718 -5.37339
H -1.31727 2.95831 -3.92966
C 1.49071 -4.39743 8.09501
O -4.57302 -2.82425 4.59299
H 2.93941 -2.35054 -4.28744
H 1.16368 0.85781 2.28098
H 5.12287 -4.04638 -3.95069
H -1.23834 4.90186 -4.31718
C 3.68411 -4.11620 -5.24758
H -7.06924 3.36511 3.94265
C -8.09433 1.58281 3.45416
H 0.64262 3.52283 -4.49192
H 3.46572 -3.73667 -6.24576
H -6.31604 -2.47961 -5.06062
C 7.01357 2.07959 -3.02350
O 1.95955 4.14803 6.71248
C -1.11956 -7.29532 0.94731
C 1.20086 -3.32644 7.08426
H 0.47588 -4.47180 5.70251
C -4.32532 -2.98812 -4.69170
C 1.61192 8.61141 -0.58538
H 0.53143 10.30124 -1.27329
H -1.03126 -6.20912 0.92587
H 3.49242 5.92097 2.54487
H 8.98038 2.41452 -0.98190
C 0.85164 -1.94961 7.69578
H -9.03882 2.11717 3.35176
H 0.78701 -0.81838 2.12669
H -3.65514 -3.05498 -3.83467
H -4.76433 -3.74934 4.74730
H 2.24748 -4.09248 8.81779
O 4.05727 5.20754 2.84183
H 1.53819 -7.53942 -0.13283
O 4.97321 -3.79468 -4.86493
H 0.29525 2.91682 -6.07609
C -0.44405 0.45162 0.93910
O 1.24565 8.66366 0.80505
H 7.99183 2.47423 0.34494
C -1.85110 4.82524 -6.45701
O -1.80406 3.13413 -4.73819
H 6.08845 2.27126 -3.56711
C 1.36987 -7.36971 0.93064
H -2.03972 5.98718 3.84297
H 7.80468 2.69910 -3.44591
H 7.23535 1.01421 -3.08577
C 0.14671 -8.07146 1.46414
H 0.42503 -1.18396 7.04780
H 6.47526 4.23235 -2.12930
C -1.16048 4.24396 -5.18275
H 2.21422 -7.77020 1.49170
H -0.96401 5.03153 4.31359
H -3.65656 -2.81149 4.31701
H 3.97499 -6.25751 -4.54922
H 5.94120 1.89840 -1.12736
H 1.78715 -5.26770 7.50948
H -1.25439 0.34861 1.66079
C 0.88308 0.10076 1.54871
H -4.90571 -4.07617 -6.53912
H 8.31045 0.92591 -0.47148
H -0.72416 -0.25758 0.16020
H 0.12774 -2.04802 8.50473
C -4.37761 -4.21288 -5.59545
H 0.58706 -4.58069 8.67634
C 0.26919 3.82304 -5.47096
H 2.09397 -3.10757 6.49899
H -0.58787 -8.13243 3.17453
H -7.76872 2.50468 5.31464
H -3.88321 -1.15456 -5.02668
H -7.50600 -0.20170 4.01892
H -6.34962 1.81613 4.61442
H -5.69786 -1.68008 -3.58324
O 0.15205 -3.74417 6.23850
H 4.52303 4.92648 2.05423
H -2.00138 -7.54026 1.53934
H -2.90501 4.90589 -6.19078
H -1.80260 4.21624 -7.35971
C 8.05082 1.97384 -0.62162
H -3.33887 -4.46618 -5.80753
H 2.63694 8.24157 -0.61096
H -6.00557 -3.35851 -3.48921
O 0.23937 -7.78446 2.83365
H 0.54924 8.02234 0.96415
C 6.87164 2.35081 -1.47044
H 3.95454 -6.01921 -6.27600
C -7.25050 2.37645 4.36432
O 6.59525 3.80107 -1.28006
H -1.46282 5.81306 -6.70507
H -0.61076 2.27942 1.04081
H 2.05383 10.10768 -2.15579
H 0.86269 4.61329 -5.93071
H 1.35684 -6.31248 1.19558
H 2.65217 4.31927 6.07436
H -8.16364 1.09976 1.34948
C -7.44188 1.46905 2.07803
C 3.49639 -5.68631 -5.34467
H 3.04136 -3.71846 -3.23642
C 2.80995 -3.43253 -4.26248
H -6.58124 0.80259 2.02134
C -5.67493 -2.58810 -4.18580
H 1.70045 -1.48661 8.19902
H 1.01505 7.93720 -1.19962
H -4.81174 -5.05679 -5.05931
H 0.09315 -9.14207 1.26661
O -0.38059 1.69286 0.31654
O -1.51970 5.23460 3.56113
C 1.58537 10.04163 -1.17380
H 1.94957 10.81877 -0.50185
H -1.26218 -7.73141 -0.04142


Record 6
48
Properties=species:S:1:pos:R:3 method="wB97M-V/def2-TZVPD" de_lowest_kj_mol=312.9 max_force_ev_per_a=5.6 lumo_energy_ha=-0.0357 homo_lumo_gap_ev=4.783 e_tot_ha=-2563.49034 charge=0
O -3.43959 -2.75131 4.97171
C -1.24844 0.50874 6.42961
C -3.39739 -0.12316 2.56793
H -0.06507 3.28411 -0.39794
C 0.11130 0.17520 6.41651
S 1.22387 0.33645 0.28650
C 1.96177 -0.82835 2.76025
C -2.48303 0.36200 1.63601
C -3.17731 -1.36975 3.17436
C -0.44726 -0.09452 0.08434
C -2.12331 -2.19029 2.74473
S 1.27361 1.77292 2.89285
H 1.49274 -1.14975 3.70276
H 3.02575 -0.58233 2.94480
C 3.26135 0.02769 -0.22052
C -1.78180 1.35877 5.45516
N 1.19876 0.27106 2.19273
C -1.20504 -1.67425 1.85246
H 1.08592 2.20629 -1.26696
O 2.61536 2.14662 3.23686
H 0.56077 -0.45902 7.18472
S -1.20851 1.27885 -1.00013
H -2.67483 1.35566 1.21722
F 3.45874 -1.16280 -0.80622
H -2.00325 -3.18357 3.16929
F 3.58345 1.01798 -1.08609
N -3.77541 -1.67119 4.42935
O -4.56172 -0.86067 4.96217
H 1.97213 0.35834 5.33328
H -1.98922 0.18595 -2.93808
H 1.89154 -1.66844 2.05183
C 0.05133 2.57784 -1.22741
H -4.26702 0.46247 2.85145
H -0.21323 3.05798 -2.17775
C 0.92096 0.63268 5.37456
H -0.36128 -2.29306 1.54559
C 0.34971 1.42982 4.36996
H -1.39266 2.46794 3.64042
C -0.97742 0.33882 -2.54490
H -1.91374 0.08084 7.17745
C -0.97826 1.83911 4.43005
H -2.83894 1.61373 5.46398
H -0.51411 -0.63515 -2.35606
H -0.42785 -0.98722 -0.57097
C -1.37533 -0.41643 1.25386
O 0.45722 2.63514 2.06524
F 4.04411 0.13420 0.86210
H -0.37162 0.91813 -3.24672


Record 7
13
Properties=species:S:1:pos:R:3 method="wB97M-V/def2-TZVPD" de_lowest_kj_mol=93.6 max_force_ev_per_a=1.7 lumo_energy_ha=0.1500 homo_lumo_gap_ev=8.323 e_tot_ha=-344.27455 charge=-1
H -1.15623 -2.58552 -0.43650
H 0.73262 2.96365 0.71670
C 0.44709 2.09161 0.13325
H 0.50547 -3.19329 -0.20438
H 0.11924 2.43885 -0.83788
C -0.10452 -2.29521 -0.36133
H 0.26160 -0.73794 -1.35464
C -0.63203 1.23649 0.90009
H 1.41326 1.59021 0.01962
H -0.13440 -1.72343 0.56978
O -0.83140 1.58456 2.08550
O -1.10791 0.29791 0.23820
O 0.48722 -1.66790 -1.46843


Record 8
10
Properties=species:S:1:pos:R:3 method="wB97M-V/def2-TZVPD" de_lowest_kj_mol=547.8 max_force_ev_per_a=1.4 lumo_energy_ha="-0.0304 / -0.0276" homo_lumo_gap_ev="8.070 / 8.106" e_tot_ha=-301.27857 charge=0
C 0.64076 -1.67127 0.96294
H 1.30474 0.50605 0.41849
O -0.64750 0.60055 0.78106
C 0.55523 0.15326 1.16195
N 0.55648 -2.65546 1.59927
C -0.86707 1.03829 -0.51237
N -0.14735 0.62934 -1.45727
H -0.44466 1.01746 -2.34897
H -1.72650 1.70547 -0.53315
H 0.77588 -1.32368 -0.07196